# C11H20O5

C11H20O5 in the gas phase in a non-equilibrium geometry (ωB97M-V with the def2-TZVPD basis set, the Open Molecules 2025 dataset).

The value obtained for the HOMO energy is -0.3645 Eh. As for the SMILES: CCOC(=O)CC[C@]1(C)OC[C@@H](COC)O1. The total charge is 0. The frontier orbital gap is 10.7 eV.

Geometry as XYZ:
```
36
Properties=species:S:1:pos:R:3:lowdin_charge:R:1
O 2.48 1.48 -2.43 0.041
O 1.68 3.65 -1.76 -0.023
O -2.23 -3.98 2.58 -0.191
O -0.33 -0.32 1.36 -0.066
O -0.81 -1.90 -0.23 0.017
C 1.77 2.22 -1.67 -0.347
C -3.54 -4.44 2.87 -0.118
C 4.06 4.23 -2.12 -0.085
C -1.90 0.37 -0.29 0.016
C 2.68 4.16 -2.75 -0.224
C -2.19 -2.95 1.52 -0.116
C -0.11 -1.59 1.95 -0.128
C 1.07 1.53 -0.56 -0.069
C 0.58 0.04 -0.83 -0.055
C -0.80 -2.53 1.01 -0.302
C -0.62 -0.48 -0.06 -0.473
H -4.23 -3.76 2.41 0.070
H -3.68 -5.44 2.53 0.074
H -3.72 -4.43 3.97 0.099
H 4.42 3.19 -1.95 0.080
H 4.81 4.68 -2.75 0.075
H 3.98 4.76 -1.16 0.080
H -2.66 -0.10 -0.94 0.089
H -2.37 0.54 0.74 0.112
H -1.81 1.42 -0.65 0.077
H 2.79 3.60 -3.66 0.100
H 2.41 5.14 -3.21 0.123
H -2.70 -3.36 0.64 0.129
H -2.73 -2.04 1.92 0.143
H 0.94 -1.93 2.11 0.137
H -0.54 -1.54 2.96 0.136
H 0.15 2.12 -0.34 0.119
H 1.54 1.67 0.35 0.102
H 0.44 -0.09 -1.94 0.149
H 1.42 -0.50 -0.56 0.096
H -0.25 -3.41 0.94 0.130
```